55
Properties=species:S:1:pos:R:3 method="wB97M-V/def2-TZVPD" energy_ha=-1885.2367 gap_ev="6.06 / 4.01" total_charge=+3 e_above_lowest_kcal_mol=0.00 spin_multiplicity=3
Au -0.0195 -0.1050 0.1853
N 4.5153 0.1902 0.3705
C 3.2833 -0.3144 0.3547
N 2.2191 0.4420 0.2420
C 2.3660 1.7981 0.1544
N 1.2835 2.6173 0.0440
N 0.1330 1.9774 0.0366
C -0.9829 2.6635 -0.0732
C -2.2154 1.9300 -0.0675
C -3.4344 2.5704 -0.2289
C -4.6022 1.8064 -0.1916
C -4.5005 0.4483 0.0118
C -3.2310 -0.1413 0.1570
N -2.1300 0.5784 0.1145
C 3.6443 2.4032 0.1732
C 3.8587 3.7961 0.0932
C 5.1374 4.2722 0.0978
C 6.2452 3.3859 0.1796
C 6.0741 2.0275 0.2730
C 4.7735 1.5320 0.2742
H 5.3006 -0.4488 0.4599
H 3.1699 -1.3893 0.4436
H -0.9570 3.7463 -0.1522
H -3.4691 3.6422 -0.3791
H -5.5678 2.2778 -0.3159
H -5.3824 -0.1764 0.0606
H -3.1186 -1.2079 0.3121
H 3.0109 4.4620 0.0294
H 5.3162 5.3374 0.0385
H 7.2490 3.7922 0.1684
H 6.9242 1.3598 0.3443
O -0.0100 -2.1277 0.3587
S -0.1309 -3.1844 -0.7930
C 1.2817 -4.2108 -0.5638
C 1.9261 -4.6534 -1.7096
C 3.0107 -5.5106 -1.5681
C 3.4339 -5.8886 -0.3023
C 2.7785 -5.4237 0.8375
C 1.6903 -4.5768 0.7154
C -1.4537 -4.2235 -0.2618
C -1.8352 -4.2678 1.0725
C -2.8603 -5.1302 1.4304
C -3.4829 -5.9139 0.4651
C -3.0856 -5.8506 -0.8638
C -2.0664 -4.9887 -1.2427
H 1.5861 -4.3522 -2.6935
H 3.5200 -5.8830 -2.4469
H 4.2787 -6.5563 -0.1978
H 3.1023 -5.7444 1.8187
H 1.1586 -4.2269 1.5912
H -1.3381 -3.6560 1.8132
H -3.1664 -5.2023 2.4655
H -4.2909 -6.5735 0.7521
H -3.5740 -6.4655 -1.6079
H -1.7569 -4.9226 -2.2795



48
Properties=species:S:1:pos:R:3 method="wB97M-V/def2-TZVPD" energy_ha=-926.4587 gap_ev=10.04 e_above_lowest_kcal_mol=68.02
C 1.3233 5.3536 0.4016
O 0.7016 4.9859 1.5509
C -0.3010 5.8200 2.0598
C -1.6288 5.5674 1.4261
O -2.2467 4.2669 1.7676
C -1.4478 3.1285 1.5435
H 1.6160 6.4027 0.3589
H 0.6568 5.0851 -0.4181
H 2.2879 4.9007 0.1726
H -0.0718 6.8556 1.8084
H -0.3130 5.7070 3.1439
H -1.6008 5.5270 0.3372
H -2.2795 6.3649 1.7848
H -1.2004 2.8732 0.5131
H -2.0143 2.2441 1.8350
H -0.5200 3.1427 2.1154
C 2.1671 0.0655 -0.1232
O 0.8246 -0.2436 -0.3473
C 0.1961 -0.5327 0.8535
C -1.2613 -0.9914 0.6434
O -2.1016 -0.0364 -0.0170
C -1.7123 0.4515 -1.3537
H 2.6527 0.2336 -1.0845
H 2.6727 -0.7879 0.3286
H 2.3392 0.8767 0.5843
H 0.3516 0.2880 1.5537
H 0.6957 -1.3501 1.3733
H -1.8192 -1.2704 1.5373
H -1.0796 -1.9234 0.1081
H -1.1920 -0.3053 -1.9407
H -1.1215 1.3659 -1.4074
H -2.6233 0.6154 -1.9294
C -1.6603 -6.0275 -1.3932
O -0.2282 -5.8747 -1.4223
C 0.2119 -4.8721 -0.5093
C 1.7689 -4.9241 -0.6390
O 2.2724 -4.4583 -1.8957
C 2.0131 -3.0512 -2.0969
H -2.0857 -5.0547 -1.6399
H -2.1555 -6.1817 -0.4345
H -2.0140 -6.8331 -2.0367
H 0.0096 -5.2316 0.4996
H -0.1991 -3.8773 -0.6813
H 2.2384 -5.9016 -0.5288
H 2.2245 -4.3566 0.1725
H 1.9137 -2.4705 -1.1799
H 1.0390 -2.9586 -2.5772
H 2.7011 -2.6076 -2.8165



58
Properties=species:S:1:pos:R:3 method="wB97M-V/def2-TZVPD" energy_ha=-1237.3010 gap_ev=7.67 total_charge=+1
N 1.4182 -1.8984 -0.2633
C 1.3515 -1.7692 -1.5030
N 0.7993 -2.7949 -2.3523
N 1.8027 -0.6264 -2.1795
C 2.0243 0.5474 -1.3211
C 0.7424 1.1433 -0.7979
C -0.2422 1.5173 -1.9007
C -1.3111 0.4695 -2.2059
C -2.0403 -0.1082 -0.9775
C -3.3550 0.5830 -0.5717
C -4.4494 0.1134 -1.5271
N -3.7624 -0.9846 -2.3190
C -2.6490 -1.4637 -1.4493
H 1.0073 -2.7966 -0.0181
H 0.2286 -2.3179 -3.0442
H 1.5723 -3.1977 -2.8808
H 2.6579 -0.8594 -2.6728
H 2.4779 1.2988 -1.9528
H 2.7020 0.3342 -0.5045
H 1.0473 2.0603 -0.3129
H 0.3132 0.5288 -0.0203
H -0.7072 2.4684 -1.6762
H 0.3230 1.6709 -2.8098
H -0.9102 -0.3292 -2.8146
H -2.0660 0.9738 -2.8051
H -1.4578 -0.3512 -0.1049
H -3.3136 1.6342 -0.3490
H -3.6104 0.0730 0.3479
H -4.9203 0.8573 -2.1465
H -5.2568 -0.4067 -1.0393
H -4.4609 -1.7012 -2.5161
H -3.4875 -0.6339 -3.2376
H -2.0019 -2.1291 -1.9814
H -3.1554 -1.8798 -0.5878
F -4.9491 1.7888 1.8234
C -4.1201 2.4867 2.6395
C -3.6161 3.6940 2.2022
C -2.7685 4.4062 3.0385
C -2.4346 3.8999 4.2866
C -2.9517 2.6811 4.7034
C -3.8062 1.9661 3.8771
H -3.8874 4.0703 1.2238
H -2.3708 5.3584 2.7153
H -1.7725 4.4569 4.9352
H -2.6906 2.2852 5.6751
H -4.2272 1.0186 4.1868
F 7.9373 -1.3001 -0.6413
C 6.9807 -1.8239 0.1472
C 5.6573 -1.6769 -0.2174
C 4.6703 -2.2198 0.5937
C 5.0201 -2.8921 1.7570
C 6.3567 -3.0258 2.1073
C 7.3484 -2.4926 1.2968
H 5.4104 -1.1412 -1.1255
H 3.6277 -2.1159 0.3161
H 4.2498 -3.3115 2.3907
H 6.6299 -3.5462 3.0152
H 8.3957 -2.5918 1.5486



77
Properties=species:S:1:pos:R:3 method="wB97M-V/def2-TZVPD" energy_ha=-5543.1072 gap_ev=8.84 total_charge=+1 e_above_lowest_kcal_mol=41.12
Al 0.5170 0.4945 0.3756
C -3.2138 0.7391 1.4243
C -2.6657 -0.0229 0.2849
N -1.3931 -0.0312 -0.0636
C -1.2680 -0.8349 -1.1579
C -2.5097 -1.3203 -1.4938
N -3.3692 -0.7875 -0.5676
C -3.0376 -2.1948 -2.5871
O -2.1806 -2.5862 -3.4994
O -4.2102 -2.4668 -2.5919
C 0.0867 -1.0386 -1.7159
O 0.2421 -1.6443 -2.7605
O 1.0248 -0.5075 -1.0008
H -2.5184 0.6641 2.2572
H -4.1861 0.3600 1.7250
H -3.3149 1.7917 1.1608
H -4.3601 -0.9946 -0.5756
H -1.2368 -2.3082 -3.3431
O 0.0946 2.0442 -0.5027
P 0.6143 3.1381 -1.4271
C 0.3283 2.7277 -3.1666
C -0.5877 1.7616 -3.5618
C -0.6784 1.4074 -4.8982
C 0.1419 2.0182 -5.8348
C 1.0392 3.0013 -5.4457
C 1.1369 3.3541 -4.1132
C 2.4156 3.2493 -1.3463
C 3.0891 2.0404 -1.4855
C 4.4693 2.0276 -1.5450
C 5.1676 3.2260 -1.5162
C 4.4933 4.4306 -1.3930
C 3.1112 4.4496 -1.2949
C -0.2188 4.6711 -0.9650
C -0.2894 5.7247 -1.8687
C -0.9769 6.8745 -1.5252
C -1.5977 6.9695 -0.2894
C -1.5171 5.9218 0.6147
C -0.8246 4.7713 0.2822
H -1.2089 1.2825 -2.8179
H -1.3785 0.6483 -5.2123
H 0.0888 1.7258 -6.8723
H 1.6764 3.4823 -6.1736
H 1.8592 4.0977 -3.8010
H 2.5286 1.1176 -1.5383
H 4.9937 1.0876 -1.6182
H 6.2429 3.2240 -1.5987
H 5.0504 5.3536 -1.3740
H 2.5782 5.3842 -1.1875
H 0.1824 5.6371 -2.8366
H -1.0366 7.6897 -2.2289
H -2.1450 7.8637 -0.0336
H -1.9993 6.0022 1.5764
H -0.7586 3.9425 0.9736
Br 1.2794 -5.4451 -0.2331
C 1.7692 -4.4187 1.2879
C 2.6731 -4.9221 2.2125
C 3.0141 -4.1573 3.3168
C 2.4758 -2.8946 3.4884
C 1.5901 -2.3871 2.5400
C 1.2248 -3.1591 1.4426
C 1.1346 -0.9810 2.6227
O 1.6128 -0.2017 3.4418
O 0.2716 -0.5946 1.7388
H 3.1074 -5.8983 2.0686
H 3.7070 -4.5499 4.0452
H 2.7394 -2.2882 4.3414
H 0.5390 -2.7586 0.7141
C 3.9619 2.7573 1.7880
S 2.7743 1.5068 2.4032
C 1.7593 2.7138 3.2976
O 1.9398 1.2840 1.1266
H 3.4367 3.5985 1.3548
H 4.5960 2.2917 1.0408
H 4.5667 3.0796 2.6284
H 1.3875 3.4482 2.5907
H 2.3687 3.1807 4.0630
H 0.9420 2.1691 3.7542



5
Properties=species:S:1:pos:R:3 method="wB97M-V/def2-TZVPD" energy_ha=-131.6964 gap_ev=11.12 e_above_lowest_kcal_mol=15.03
N -0.3996 0.4807 -0.2160
O -0.4334 -1.0284 -0.0696
H -0.2873 0.8405 0.7558
H 0.5432 0.9237 -0.6539
H 0.5771 -1.2165 0.1838



15
Properties=species:S:1:pos:R:3 method="wB97M-V/def2-TZVPD" energy_ha=-266.9626 gap_ev=10.02 total_charge=+1 e_above_lowest_kcal_mol=85.79
C -2.4751 -0.0997 0.5706
C -1.6616 -0.0813 -0.5205
C -0.2577 0.1285 -0.6889
N 0.5419 1.1089 -0.4781
C 1.7525 0.5033 -0.0824
N 1.2433 -0.7078 0.5593
H -3.4415 -0.4914 0.5495
H -2.1280 -0.0563 1.6232
H -2.0231 -0.3931 -1.6019
H 0.2045 -0.6960 -1.2730
H 0.1904 1.8728 0.0483
H 2.4333 0.1924 -0.9552
H 2.4461 0.9949 0.7062
H 1.5494 -1.5119 0.0416
H 1.6257 -0.7633 1.5013